# 1
Entry from the OMol25 dataset: C5H8O in the gas phase (ωB97M-V/def2-TZVPD).

```
14
Properties=species:S:1:pos:R:3:forces:R:3
O -1.8199 -0.6716 -0.6229 1.385 -0.519 0.344
C 0.0717 2.3991 -0.3185 -0.285 -2.015 0.207
C 0.7925 -1.8799 0.8643 1.372 -2.955 3.699
C 0.2730 -0.5699 0.6458 -0.340 1.964 -2.575
C -0.5721 -0.0980 -0.3305 0.746 -1.233 2.828
C -0.4035 1.2097 -0.8797 -0.253 3.856 0.435
H -1.9756 -0.7405 -1.5620 0.002 0.092 -0.536
H -0.3134 3.4485 -0.5357 1.059 -1.725 -0.408
H 0.9433 0.1988 1.0037 0.171 0.291 -0.104
H -0.9216 1.1849 -1.8268 -0.477 0.971 -0.282
H 1.8526 -2.0285 0.5534 -0.583 0.724 -0.195
H 0.7911 2.2650 0.5556 -1.423 0.519 -0.901
H 0.2549 -2.6711 0.3063 -0.067 0.138 1.061
H 1.0271 -2.0465 2.1468 -1.307 -0.108 -3.571
```
Forces are in eV/Å.

Values from the calculation:
- frontier orbital gap (eV) = 8.45
- SMILES = C=C/C(O)=C/C
- multiplicity = 1



# 2
Entry from the OMol25 dataset: a molecular structure, C57H43AsBrF9N12O6PRbSSe (ωB97M-V/def2-TZVPD).

```
133
Properties=species:S:1:pos:R:3:forces:R:3
Rb -1.1495 -0.0041 -0.9742 0.293 0.530 -2.514
Br -0.8658 -6.3510 -0.1369 0.103 -0.293 0.454
Se -2.2081 -5.1214 -2.9446 -0.139 0.008 -0.483
As -4.4307 -3.4174 -1.0465 -0.908 0.166 -0.640
S -2.6191 -1.1324 1.8035 -0.494 0.099 0.863
P 1.1581 -0.3868 1.4770 1.291 -0.111 0.414
F 5.6495 3.9773 4.1859 -0.181 0.153 -0.277
F -2.7444 -4.2542 5.2864 -0.076 -0.055 -0.421
F -2.6788 -2.4993 6.5209 -0.072 0.407 -0.114
F 6.6774 2.1097 4.4514 0.008 -0.181 -0.123
F -1.1824 -4.0145 6.7334 0.225 0.025 -0.095
F 6.8880 -3.7859 0.3836 -0.041 0.058 0.221
F 5.2250 2.7498 5.8946 -0.233 -0.133 0.087
F 5.6421 -4.8194 -1.0232 -0.244 -0.102 -0.017
F 6.6086 -2.9849 -1.5893 -0.084 0.260 -0.176
O -4.7679 -3.5699 0.6690 -0.253 -0.023 0.173
O -3.7939 -1.6058 -1.0281 0.263 -0.344 -0.023
O -2.4182 -2.5048 1.3500 -0.123 0.078 -0.265
O -2.9531 -4.2147 -1.1189 0.640 -0.123 -0.158
O -1.5193 -0.2582 1.3684 -1.165 -0.248 1.321
O -2.8518 -1.0502 3.2343 -0.312 0.258 -0.194
N 0.5018 -2.5997 -1.0293 -0.089 0.378 0.027
N 0.2938 3.5444 -0.0282 0.023 -0.106 -0.143
N -2.3921 2.7046 0.4769 0.138 -0.322 -0.203
N 2.8960 3.6284 -3.0716 0.169 -0.075 -0.217
N 1.5452 0.3404 -3.5025 -0.163 0.295 0.465
N 1.3693 2.4361 -1.7330 -0.276 -0.574 -0.059
N -3.4451 -4.5987 -4.0243 -0.806 -0.229 -0.238
N -0.9778 -4.0766 -3.5466 0.609 0.141 0.019
N 3.4014 5.7972 -2.5409 0.135 0.216 -0.013
N -0.9069 -2.2511 -5.0320 0.074 0.189 -0.146
N -1.8761 2.6349 -2.3493 0.166 -0.258 0.616
N 1.8730 4.6959 -1.2269 -0.044 0.267 0.096
C 4.0784 -3.3257 1.0092 0.143 0.070 -0.222
C 4.3763 -1.6278 -0.6797 0.265 -0.235 0.099
C -0.4775 3.0329 2.8395 -0.094 0.025 0.158
C -1.7744 3.4979 2.6541 -0.083 0.031 0.076
C -6.1298 0.8292 1.3710 0.031 -0.007 0.056
C 0.0905 5.0321 4.0381 0.064 0.070 0.093
C -3.1341 3.6569 -3.9336 0.057 0.037 -0.414
C -3.2898 2.9920 -0.3894 -0.257 0.315 0.544
C 1.5695 -0.6196 -4.4089 0.070 -0.373 -0.282
C 4.0181 0.7210 4.2558 0.073 0.147 -0.052
C -0.6628 -3.3365 3.6456 -0.099 0.030 0.396
C 3.2725 -0.9599 -0.1877 -0.129 0.010 0.232
C 3.2145 1.5024 -4.7554 -0.017 0.000 0.105
C -2.1248 4.7380 3.1683 -0.007 -0.069 -0.002
C 3.8152 2.5244 2.6673 0.373 0.024 0.329
C -3.8439 3.7150 -2.7476 -0.144 -0.041 0.516
C -1.5850 -1.5054 -5.8925 0.316 0.009 -0.005
C -3.6270 -2.7298 -5.6054 0.011 0.181 -0.162
C -6.5163 0.5464 0.0692 -0.033 -0.019 0.033
C -1.2011 5.4976 3.8663 -0.004 0.172 0.068
C 2.7073 4.6636 -2.2536 -0.316 -0.314 0.097
C -1.9488 2.9697 -3.6310 0.156 0.149 -0.272
C 2.4252 0.5650 2.4553 -0.190 0.319 0.073
C 4.4004 1.9820 3.8048 -0.095 0.085 -0.120
C 4.7754 -2.8184 -0.0811 -0.013 0.062 -0.045
C 2.1905 2.5378 -2.7552 -0.041 0.822 0.584
C 0.4510 3.7972 3.5201 0.138 -0.027 0.088
C 5.9572 -3.5840 -0.5796 0.333 -0.182 -0.051
C -0.6589 -1.3385 4.9936 -0.005 -0.205 0.041
C -1.9201 -3.3345 5.7964 0.154 -0.420 0.705
C -4.1460 -0.5003 1.0569 0.610 -0.321 0.181
C 1.1738 3.5623 -1.0274 0.480 0.265 -0.069
C 0.0813 -0.6923 4.0271 0.060 -0.066 0.031
C -1.0472 -2.6570 4.7917 0.062 -0.025 -0.055
C 5.4649 2.7033 4.5660 0.396 0.154 0.197
C 2.9929 -2.6352 1.5089 -0.078 0.015 -0.035
C 0.0784 -2.6792 2.6846 0.236 0.175 0.063
C 3.2522 0.4839 -5.6902 -0.100 -0.137 0.043
C -3.0366 3.0839 -1.7769 -0.037 0.056 -0.986
C 2.3297 1.3977 -3.6805 0.321 -0.330 -0.662
C 1.9405 -4.1272 -2.1621 -0.079 -0.032 0.016
C 2.5684 -1.4522 0.9111 -0.118 -0.149 -0.243
C 0.4555 -1.3526 2.8587 -0.073 -0.122 0.035
C 3.0432 0.0226 3.5803 0.070 0.071 0.052
C 0.1466 -4.9287 -0.8450 0.414 -0.096 0.015
C -0.1902 -3.6164 -0.5475 -0.304 -0.348 0.119
C -5.7429 -0.2804 -0.7199 0.139 -0.096 -0.155
C -2.9219 -1.7048 -6.2152 -0.399 -0.111 -0.010
C 1.2319 -5.2047 -1.6553 -0.017 0.208 0.103
C -4.5356 -0.8101 -0.2458 -0.249 0.348 -0.056
C -2.9466 -3.5328 -4.7007 0.316 -0.021 0.191
C -2.7450 2.6646 1.8697 -0.349 -0.155 0.075
C -1.5680 -3.2374 -4.4382 -0.579 -0.413 0.089
C 2.8303 1.8151 2.0013 -0.185 -0.237 -0.040
C 1.5264 -2.8490 -1.8289 0.249 -0.190 -0.228
C 2.3979 -0.5934 -5.5265 0.017 0.099 0.033
C -4.9522 0.2863 1.8570 -0.137 0.124 0.258
H 2.3587 -1.3987 -6.2446 -0.027 -0.094 -0.032
H 0.0896 4.4396 0.3865 -0.021 -0.038 0.021
H 0.3287 0.3521 4.1574 0.002 0.071 0.050
H -1.1395 2.7309 -4.3061 0.070 -0.086 -0.112
H -6.7487 1.4505 2.0045 0.004 0.029 0.040
H -3.9164 -3.3709 1.1048 0.106 -0.049 0.316
H 4.9167 -1.2478 -1.5348 0.015 0.052 -0.040
H 4.1233 3.4966 2.3134 -0.011 0.098 -0.026
H -0.9899 -0.8078 5.8729 -0.040 0.064 0.053
H 2.0431 -1.9774 -2.2039 0.037 -0.047 -0.108
H 0.8679 -1.4334 -4.2707 0.139 -0.007 -0.023
H -3.7800 3.0113 2.0431 0.147 -0.095 0.034
H -1.4945 6.4546 4.2782 0.010 0.063 0.010
H 2.7534 -0.9562 3.9305 -0.010 -0.078 0.043
H -6.0518 -0.5498 -1.7227 0.063 0.077 -0.022
H 3.9216 0.5368 -6.5393 0.030 0.020 -0.020
H -2.6515 1.6250 2.2000 -0.110 0.201 0.147
H -3.4222 4.0543 -4.8936 -0.051 0.016 -0.095
H 3.4101 6.5195 -1.8453 0.015 0.013 0.025
H -0.2224 2.0614 2.4410 0.080 -0.106 -0.078
H -7.4341 0.9619 -0.3257 -0.056 -0.002 -0.037
H -1.0494 -3.3847 0.0675 -0.055 -0.076 -0.012
H -1.0240 -0.6958 -6.3481 -0.034 0.060 -0.050
H -4.8000 4.1830 -2.5805 -0.167 0.023 0.052
H 3.8323 2.3817 -4.8389 0.011 0.034 -0.017
H 2.4724 -3.0316 2.3670 -0.029 -0.020 0.041
H -0.4966 2.8888 -0.0585 -0.046 0.221 0.041
H 2.3504 2.2403 1.1313 -0.060 0.109 -0.085
H 2.7807 -4.2826 -2.8222 0.082 0.035 -0.040
H 1.4614 3.4353 3.6508 0.025 -0.048 0.031
H -4.3187 3.2448 -0.0694 0.195 -0.060 0.028
H 4.1669 5.7189 -3.1859 -0.035 -0.016 0.059
H -0.9948 -4.3498 3.4793 -0.048 -0.075 -0.063
H 2.9259 -0.0498 -0.6629 0.000 0.075 -0.112
H -4.6777 -2.9009 -5.7978 -0.021 -0.027 -0.064
H -3.4094 -1.0539 -6.9289 0.021 0.066 0.033
H 4.4929 0.2949 5.1267 0.030 -0.044 0.119
H 4.3857 -4.2589 1.4598 0.044 -0.053 0.056
H 0.3198 -3.1818 1.7622 0.004 -0.088 -0.008
H 1.4978 -6.2241 -1.8956 0.024 -0.040 0.001
H 0.8127 5.6223 4.5862 0.054 0.038 0.008
H -3.1316 5.1082 3.0317 -0.108 0.003 -0.053
H -4.6410 0.4351 2.8815 -0.034 0.093 0.024
```
Forces are in eV/Å.

Values from the calculation:
- frontier orbital gap (eV) = 5.89
- charge = -2
- multiplicity = 1



no.,DFT total energy (eV)
1,-7358.586
2,-331444.962